The following is a DFT calculation (wB97M-V/def2-TZVPD) of a 5-piece molecular cluster, C12H37N3O5 overall in a non-equilibrium geometry.

Computed properties:
E	-27748.9099	eV
largest force on an atom	2.6	eV/Å
spin multiplicity	1
energy above the lowest of the compared OMol25 structures with the same formula, charge and spin	198.70	kJ/mol
SMILES string	COC[C@H](C)N.COC[C@H](C)N.COC[C@H](C)N.O.O
lowest unoccupied orbital energy	0.556	eV
HOMO	-9.241	eV
gap between HOMO and LUMO	9.80	eV
charge	0

XYZ file:
```
57
Properties=species:S:1:pos:R:3:forces:R:3
C -4.948 -4.851 -1.675 0.7 -0.3 0.0
O -3.893 -5.257 -2.542 0.2 -0.4 -0.3
C -2.600 -4.677 -2.259 -1.4 0.0 -1.0
C -1.528 -5.155 -3.226 -0.4 -0.3 0.1
C -1.273 -6.607 -3.025 0.3 -1.5 -0.8
N -0.273 -4.457 -3.008 0.5 0.8 0.3
H -4.977 -3.767 -1.558 -0.1 0.2 0.0
H -4.829 -5.312 -0.694 0.1 0.1 0.3
H -5.898 -5.215 -2.067 0.2 0.1 -0.3
H -2.742 -3.630 -2.524 0.3 0.6 1.1
H -2.318 -4.976 -1.249 0.2 0.7 0.3
H -1.843 -4.945 -4.248 -0.5 -0.2 -0.1
H -1.024 -6.861 -1.995 -0.2 0.2 0.1
H -0.411 -6.914 -3.617 0.2 0.1 0.0
H -2.087 -7.232 -3.392 -0.3 0.0 0.3
H -0.408 -3.606 -2.480 -0.1 0.2 0.3
H 0.087 -4.136 -3.895 0.2 -0.1 -0.1
C 4.767 6.092 6.553 -0.3 -0.1 -0.8
O 4.138 5.272 5.561 -0.4 -0.6 -0.1
C 3.005 4.575 6.095 -1.5 0.5 -0.6
C 2.250 3.518 5.152 2.2 1.3 -0.3
C 1.172 2.776 5.854 -0.6 0.7 0.7
N 3.298 2.617 4.733 0.0 -0.9 -0.5
H 4.010 6.691 7.059 0.0 0.1 0.2
H 5.462 6.748 6.030 -0.1 0.0 0.0
H 5.349 5.520 7.276 -0.2 -0.3 0.1
H 3.343 4.080 7.006 -0.3 -0.4 0.2
H 2.230 5.304 6.328 0.0 0.4 0.5
H 1.758 3.939 4.275 0.5 0.7 -0.1
H 0.568 3.538 6.346 0.0 -0.1 0.7
H 1.637 2.088 6.559 -0.6 -0.2 0.1
H 0.442 2.335 5.174 0.5 -0.6 -0.1
H 4.064 3.154 4.353 0.1 0.1 -0.2
H 3.645 2.289 5.623 0.5 -0.6 0.0
C -2.608 0.102 -5.304 1.5 0.1 0.5
O -2.502 0.644 -3.995 -1.0 0.6 1.0
C -1.449 1.617 -3.826 0.3 -0.8 0.1
C -1.427 2.331 -2.427 -2.0 0.2 -0.4
C -0.269 3.288 -2.191 0.4 -0.3 -0.9
N -1.499 1.339 -1.351 0.4 -1.1 -0.2
H -2.952 0.823 -6.045 -0.2 0.1 0.0
H -3.183 -0.825 -5.324 -0.4 0.4 0.4
H -1.590 -0.204 -5.545 0.2 -0.1 -0.7
H -0.541 1.026 -3.945 0.6 0.2 0.0
H -1.517 2.317 -4.659 0.1 0.4 0.2
H -2.365 2.884 -2.375 -0.2 0.4 -0.3
H 0.618 2.682 -2.369 0.4 0.2 0.7
H -0.331 3.791 -1.226 0.2 -0.6 0.3
H -0.152 4.129 -2.874 -0.6 -0.1 -0.5
H -1.944 1.648 -0.499 0.2 0.8 0.0
H -2.145 0.623 -1.653 0.1 -0.4 -0.3
O 3.773 -3.879 -0.648 0.3 -0.1 0.0
H 3.410 -3.036 -0.375 -0.1 0.3 0.1
H 3.050 -4.317 -1.097 -0.2 -0.1 -0.1
O 2.004 -0.273 0.236 0.2 -0.3 -0.1
H 2.090 0.046 1.134 0.1 0.1 0.3
H 1.355 0.306 -0.164 -0.3 0.1 -0.2
```
Forces are in eV/Å.